[1]
Formula: C4HNO2
Source: OMol25
Level of theory: ωB97M-V/def2-TZVPD

Results
orbital gap (spin up / spin down)	8.4 / 8.4	eV
relative energy (zero: lowest compared OMol25 entry of this formula, charge and spin)	5.737	eV
HOMO level (spin up / spin down)	-9.2 / -9.2	eV

Cartesian coordinates (Å):
C  0.422  -0.572  -0.121
C  -1.091  1.519  -0.209
C  -3.300  0.647  -0.109
C  -4.194  -0.213  0.036
N  -0.161  -1.499  -0.419
O  -2.124  1.017  -0.258
O  -5.209  -0.757  0.158
H  0.812  0.204  0.538


[2]
Formula: C4HO2
Source: OMol25
Level of theory: ωB97M-V/def2-TZVPD

Results
orbital gap	8.0	eV
charge	+1
relative energy (zero: lowest compared OMol25 entry of this formula, charge and spin)	2.589	eV
HOMO level	-15.9	eV

Cartesian coordinates (Å):
O  2.416  3.322  -0.291
C  1.557  2.601  -0.152
O  -0.101  -3.082  -0.154
C  -0.495  -2.048  0.017
C  -0.997  -0.673  0.155
C  -0.301  0.447  0.061
H  -2.079  -0.566  0.365


[3]
Formula: C4HO2Sn
Source: OMol25
Level of theory: ωB97M-V/def2-TZVPD

Results
orbital gap (spin up / spin down)	8.1 / 8.1	eV
charge	+1
relative energy (zero: lowest compared OMol25 entry of this formula, charge and spin)	1.172	eV
HOMO level (spin up / spin down)	-13.7 / -13.7	eV

Cartesian coordinates (Å):
O  -2.487  0.118  0.574
C  -1.356  0.175  -0.043
C  -0.496  0.540  -0.893
H  -3.110  -0.494  0.154
C  1.698  -0.812  -0.427
C  0.642  0.029  -0.227
O  2.027  0.786  -0.106
Sn  3.082  -0.342  0.967


[4]
Formula: C4O4S
Source: OMol25
Level of theory: ωB97M-V/def2-TZVPD

Results
orbital gap	6.1	eV
charge	-2
relative energy (zero: lowest compared OMol25 entry of this formula, charge and spin)	0.000	eV
HOMO level	-0.1	eV
SMILES	O=C([O-])C1=C(C(=O)[O-])S1

Cartesian coordinates (Å):
O  2.789  0.285  1.081
C  2.112  -0.258  0.192
O  2.408  -1.181  -0.600
C  0.632  0.176  0.103
C  -0.644  0.134  -0.049
C  -2.116  -0.295  -0.346
O  -2.386  -0.474  -1.508
O  -2.854  -0.279  0.665
S  0.058  1.892  0.463


[5]
Formula: C50H100F15N7O11S5
Source: OMol25
Level of theory: ωB97M-V/def2-TZVPD

Results
orbital gap	5.9	eV
charge	+2
HOMO level	-9.2	eV

Cartesian coordinates (Å):
C  -6.519  7.966  1.552
C  -6.033  6.711  0.725
C  -6.916  6.444  -0.522
N  -6.272  5.554  -1.568
C  -7.381  5.413  -2.658
C  -7.057  4.235  -3.603
C  -6.840  2.875  -2.907
C  -5.665  3.035  -1.957
C  -5.822  4.164  -0.925
C  -5.038  6.187  -2.239
H  -5.702  8.303  2.191
H  -7.445  7.735  2.078
H  -6.833  8.813  0.944
H  -5.802  5.832  1.327
H  -5.050  7.041  0.387
H  -7.186  7.407  -0.957
H  -7.877  5.948  -0.389
H  -8.338  5.344  -2.141
H  -7.291  6.309  -3.272
H  -7.890  4.140  -4.300
H  -6.191  4.452  -4.228
H  -7.689  2.407  -2.407
H  -6.524  2.164  -3.670
H  -5.437  2.172  -1.331
H  -4.735  3.226  -2.492
H  -6.501  3.902  -0.113
H  -4.860  4.311  -0.434
H  -4.809  5.692  -3.183
H  -4.150  6.024  -1.628
H  -5.180  7.256  -2.396
C  -5.246  0.755  7.387
C  -5.311  -0.737  6.881
C  -3.961  -1.482  6.625
N  -4.086  -2.790  5.856
C  -2.639  -3.385  5.909
C  -2.513  -4.833  5.486
C  -3.564  -5.787  6.106
C  -4.981  -5.180  5.781
C  -5.139  -3.760  6.415
C  -4.424  -2.578  4.366
H  -4.475  0.769  8.157
H  -6.219  1.045  7.782
H  -4.955  1.561  6.714
H  -6.022  -0.882  6.069
H  -5.873  -1.224  7.678
H  -3.454  -1.803  7.535
H  -3.283  -0.786  6.131
H  -2.201  -3.250  6.899
H  -1.920  -2.807  5.328
H  -1.601  -5.289  5.871
H  -2.407  -4.896  4.402
H  -3.440  -5.798  7.189
H  -3.437  -6.771  5.656
H  -5.804  -5.682  6.290
H  -5.289  -5.320  4.745
H  -5.049  -3.807  7.500
H  -6.099  -3.308  6.164
H  -4.392  -3.399  3.649
H  -3.832  -1.760  3.954
H  -5.434  -2.189  4.234
C  -3.481  0.527  -8.134
C  -2.612  -0.704  -8.112
C  -1.098  -0.376  -8.658
N  -0.171  -1.614  -8.923
C  1.187  -1.188  -9.558
C  2.120  -0.378  -8.553
C  2.243  -0.981  -7.141
C  0.851  -1.368  -6.520
C  0.090  -2.252  -7.499
C  -0.896  -2.586  -9.836
H  -3.632  1.051  -9.078
H  -3.051  1.219  -7.411
H  -4.422  0.407  -7.597
H  -3.105  -1.401  -8.790
H  -2.633  -1.128  -7.108
H  -0.600  0.398  -8.073
H  -1.211  0.083  -9.640
H  1.017  -0.607  -10.465
H  1.625  -2.153  -9.813
H  1.883  0.686  -8.519
H  3.092  -0.272  -9.036
H  2.893  -0.324  -6.563
H  2.803  -1.887  -7.371
H  0.260  -0.494  -6.249
H  0.951  -1.866  -5.556
H  -0.862  -2.699  -7.214
H  0.680  -3.134  -7.747
H  -0.402  -3.552  -9.738
H  -0.886  -2.234  -10.868
H  -1.907  -2.818  -9.502
C  9.139  9.647  2.242
C  7.930  9.097  1.454
C  7.890  7.599  1.277
N  6.493  7.006  0.848
C  5.322  7.165  1.865
C  5.528  6.384  3.154
C  5.811  4.877  2.950
C  6.989  4.593  1.987
C  6.804  5.456  0.642
C  6.144  7.605  -0.578
H  10.091  9.480  1.738
H  9.245  9.119  3.190
H  9.019  10.721  2.380
H  8.005  9.583  0.481
H  7.085  9.512  2.002
H  8.237  7.178  2.221
H  8.616  7.193  0.573
H  5.056  8.181  2.158
H  4.461  6.685  1.400
H  6.446  6.704  3.647
H  4.788  6.504  3.945
H  6.034  4.365  3.886
H  4.989  4.450  2.376
H  7.930  4.939  2.414
H  7.036  3.539  1.712
H  7.705  5.395  0.031
H  5.931  5.151  0.065
H  5.177  7.161  -0.814
H  6.989  7.367  -1.224
H  6.058  8.686  -0.469
C  6.300  -11.187  -1.227
C  6.011  -9.709  -0.816
C  4.632  -9.237  -1.337
N  4.188  -7.799  -0.957
C  3.820  -7.771  0.566
C  3.468  -6.333  1.046
C  4.620  -5.297  0.786
C  4.937  -5.241  -0.702
C  5.332  -6.698  -1.263
C  2.919  -7.530  -1.774
H  6.305  -11.319  -2.309
H  5.503  -11.883  -0.962
H  7.319  -11.423  -0.922
H  6.784  -9.038  -1.189
H  6.168  -9.795  0.260
H  3.947  -9.991  -0.948
H  4.705  -9.174  -2.422
H  4.695  -8.184  1.067
H  3.045  -8.529  0.676
H  3.244  -6.346  2.112
H  2.584  -5.939  0.544
H  5.544  -5.467  1.338
H  4.243  -4.353  1.179
H  5.802  -4.627  -0.953
H  4.077  -4.783  -1.189
H  6.274  -6.994  -0.800
H  5.595  -6.632  -2.319
H  2.841  -6.448  -1.877
H  2.002  -7.972  -1.385
H  3.042  -7.862  -2.805
C  -5.015  -6.835  -6.442
F  -5.785  -7.232  -5.401
F  -4.724  -5.562  -6.237
F  -3.885  -7.522  -6.500
S  -5.968  -7.115  -8.114
O  -5.000  -6.647  -9.148
O  -6.188  -8.613  -8.152
O  -7.215  -6.279  -7.979
C  -2.318  -1.562  -1.243
F  -2.319  -0.605  -2.240
F  -3.470  -1.700  -0.667
F  -1.915  -2.710  -1.699
S  -1.085  -0.920  0.113
O  -1.115  -2.024  1.143
O  0.236  -0.799  -0.568
N  -1.665  0.653  0.515
S  -0.572  1.155  1.526
O  -0.280  0.208  2.633
O  0.669  1.709  0.927
C  -1.486  2.622  2.376
F  -0.620  3.097  3.291
F  -1.589  3.606  1.459
F  -2.635  2.324  2.952
C  2.337  4.174  9.227
F  1.291  4.962  9.068
F  3.234  4.185  8.193
F  2.946  4.472  10.313
S  1.497  2.391  9.383
O  1.109  2.292  10.817
O  0.384  2.301  8.453
N  2.848  1.255  9.229
S  2.741  0.871  7.679
O  1.978  -0.383  7.475
O  2.523  2.004  6.749
C  4.572  0.258  7.218
F  4.753  -0.924  7.824
F  4.702  0.013  5.904
F  5.495  1.061  7.582


[6]
Formula: C50H107F12N6O12
Source: OMol25
Level of theory: ωB97M-V/def2-TZVPD

Results
orbital gap	3.5	eV
charge	-3
relative energy (zero: lowest compared OMol25 entry of this formula, charge and spin)	5.892	eV
HOMO level	0.9	eV

Cartesian coordinates (Å):
C  4.627  -1.564  1.307
C  4.809  -3.007  0.746
N  4.819  -3.940  1.793
C  5.862  -4.816  2.177
C  5.435  -5.452  3.354
N  4.139  -5.188  3.509
C  3.790  -4.221  2.617
C  3.361  -5.659  4.654
H  5.265  -0.877  0.751
H  4.950  -1.253  2.300
H  3.564  -1.368  1.168
H  5.760  -3.081  0.219
H  4.135  -3.299  -0.060
H  6.847  -4.817  1.734
H  5.925  -6.149  4.018
H  2.873  -3.651  2.631
H  3.394  -6.749  4.663
H  2.345  -5.267  4.619
H  3.784  -5.306  5.595
C  0.217  -8.215  2.591
O  -1.165  -8.377  2.454
O  0.434  -6.806  2.453
C  0.673  -8.885  3.924
F  2.007  -8.963  4.191
F  0.207  -8.238  4.941
F  0.109  -10.143  3.939
C  -1.865  -9.033  1.486
C  -3.347  -8.710  1.589
H  -3.596  -7.720  1.208
H  -3.980  -9.510  1.204
H  -3.626  -8.632  2.639
H  -1.800  -10.111  1.337
H  -1.709  -8.521  0.537
H  0.664  -8.799  1.787
C  9.308  -8.814  5.011
O  9.951  -8.609  6.292
O  9.752  -10.059  4.530
C  7.726  -8.612  5.370
F  7.026  -8.892  4.245
F  7.116  -9.299  6.373
F  7.508  -7.299  5.700
C  10.682  -7.269  6.411
C  11.895  -7.394  7.360
H  11.625  -7.818  8.328
H  12.504  -8.161  6.881
H  12.421  -6.446  7.471
H  9.917  -6.586  6.783
H  10.927  -6.897  5.416
H  9.529  -8.009  4.310
C  0.487  -2.319  4.712
O  -0.330  -1.456  3.909
O  0.422  -3.606  4.070
C  1.876  -1.701  5.162
F  2.831  -1.877  4.236
F  1.781  -0.373  5.446
F  2.343  -2.399  6.266
C  0.193  -0.530  2.893
C  -0.826  -0.109  1.851
H  -1.542  0.495  2.408
H  -0.454  0.706  1.230
H  -1.273  -0.927  1.285
H  0.989  -1.098  2.411
H  0.764  0.329  3.245
H  -0.166  -2.219  5.578
C  1.062  -3.197  -0.317
O  0.003  -2.343  -0.771
O  0.676  -3.643  1.004
C  1.379  -4.286  -1.445
F  2.002  -3.770  -2.506
F  2.119  -5.288  -1.077
F  0.194  -4.791  -1.860
C  0.268  -1.387  -1.797
C  -0.922  -0.502  -2.016
H  -0.628  0.510  -2.291
H  -1.431  -0.993  -2.845
H  -1.574  -0.431  -1.145
H  0.613  -1.761  -2.761
H  1.081  -0.708  -1.537
H  1.957  -2.601  -0.146
C  7.737  2.994  1.530
C  8.404  3.114  2.921
C  7.375  2.930  4.077
C  6.836  1.546  4.430
C  5.897  1.484  5.683
C  5.335  0.146  6.095
H  8.507  3.085  0.764
H  6.926  3.709  1.385
H  7.372  1.983  1.348
H  9.306  2.545  3.144
H  8.730  4.153  2.956
H  6.716  3.770  3.859
H  7.839  3.349  4.970
H  6.297  1.021  3.641
H  7.691  0.873  4.493
H  6.479  1.924  6.493
H  5.068  2.179  5.551
H  6.093  -0.549  6.456
H  4.588  0.214  6.886
H  4.920  -0.394  5.244
C  3.307  1.621  -2.092
C  3.031  1.602  -0.599
C  3.944  2.529  0.197
C  3.706  2.370  1.763
C  2.622  3.308  2.368
C  2.388  3.296  3.870
H  3.982  0.828  -2.417
H  3.793  2.564  -2.343
H  2.386  1.450  -2.651
H  1.966  1.811  -0.507
H  3.298  0.622  -0.202
H  3.991  3.568  -0.128
H  4.985  2.224  0.088
H  3.449  1.390  2.165
H  4.629  2.512  2.325
H  2.981  4.283  2.037
H  1.705  3.103  1.816
H  1.561  2.614  4.064
H  3.240  3.114  4.525
H  1.958  4.235  4.220
C  1.021  -5.720  7.825
C  0.319  -6.326  9.007
C  -1.080  -5.758  9.009
O  -1.961  -6.330  9.941
C  -2.981  -5.405  10.354
N  0.315  -7.764  8.708
H  0.735  -5.874  6.784
H  1.926  -6.321  7.909
H  1.285  -4.684  8.040
H  0.739  -6.065  9.978
H  -1.662  -5.989  8.117
H  -1.045  -4.671  9.078
H  -4.028  -5.655  10.181
H  -2.912  -4.406  9.923
H  -2.967  -5.286  11.437
H  -0.161  -8.198  9.486
H  -0.382  -7.702  7.980
C  8.405  -2.714  4.391
C  8.508  -3.970  5.294
C  7.301  -4.094  6.282
O  7.163  -2.940  7.142
C  6.067  -3.103  8.139
N  8.614  -5.131  4.392
H  9.412  -2.532  4.016
H  8.279  -1.776  4.932
H  7.826  -2.924  3.492
H  9.314  -3.862  6.019
H  7.380  -5.046  6.808
H  6.341  -4.262  5.794
H  6.235  -2.399  8.954
H  6.078  -4.061  8.659
H  5.055  -2.929  7.774
H  8.509  -6.001  4.894
H  9.540  -5.305  4.027
C  9.887  -0.346  1.736
C  8.950  -1.414  1.112
C  8.401  -1.232  -0.317
O  7.465  -0.190  -0.375
C  7.010  0.083  -1.689
N  9.741  -2.634  1.117
H  9.342  0.530  2.087
H  10.607  0.108  1.055
H  10.377  -0.593  2.678
H  8.058  -1.540  1.725
H  7.856  -2.115  -0.651
H  9.225  -0.911  -0.953
H  7.808  0.380  -2.369
H  6.180  0.789  -1.662
H  6.545  -0.858  -1.984
H  10.439  -2.310  0.463
H  9.183  -3.251  0.543
C  4.704  -7.436  7.970
C  4.240  -8.896  8.294
C  4.240  -9.249  9.808
O  5.504  -9.369  10.258
C  5.511  -9.394  11.743
N  2.909  -9.191  7.819
H  5.769  -7.395  8.199
H  4.196  -6.541  8.328
H  4.714  -7.368  6.882
H  4.859  -9.583  7.718
H  3.692  -10.167  10.023
H  3.743  -8.495  10.418
H  4.651  -8.933  12.229
H  6.348  -8.811  12.127
H  5.649  -10.386  12.171
H  2.741  -9.295  6.828
H  2.188  -8.528  8.065


Number 1: electronic energy -9740.957 eV. Number 2: electronic energy -8244.875 eV. Number 3: electronic energy -14073.919 eV. Number 4: electronic energy -23171.711 eV. Number 5: electronic energy -181337.778 eV. Number 6: electronic energy -119691.316 eV.